(1)
A single C22H28N4O2 molecule. Source: the Open Molecules 2025 dataset; level of theory: wB97M-V/def2-TZVPD.

For the largest force on an atom, the calculation gives 0.71 eV/A. The LUMO energy comes out at 0.63 eV. The HOMO-LUMO gap comes out at 7.96 eV. As for the total energy: -1224.61657 Eh. Its SMILES is COc1ccccc1N1CCN([C@@H]2CCCN(C(=O)c3ccccn3)C2)CC1. The relative energy (zero: lowest compared OMol25 entry of this formula, charge and spin) is 223.8 kJ/mol.

Last column: natural (NBO) charge in e.
CARTESIAN COORDINATES (ANGSTROEM)
C 4.939 3.061 1.133  -0.247
H 5.972 2.976 0.781  0.176
H 4.911 2.894 2.216  0.173
O 4.081 2.187 0.447  -0.508
C 4.345 0.838 0.491  0.249
C 5.381 0.286 1.224  -0.282
C 5.638 -1.077 1.179  -0.233
C 4.853 -1.892 0.393  -0.222
C 3.799 -1.354 -0.327  -0.266
C 3.508 0.007 -0.292  0.213
N 2.501 0.580 -1.054  -0.451
C 1.572 1.515 -0.448  -0.189
C 0.128 0.986 -0.550  -0.240
N 0.172 -0.460 -0.477  -0.453
C -1.014 -1.083 0.062  -0.036
C -0.790 -2.557 0.414  -0.401
C -2.027 -3.102 1.126  -0.404
H -1.904 -4.165 1.337  0.212
C -3.271 -2.896 0.261  -0.224
N -3.405 -1.494 -0.082  -0.417
C -4.396 -0.774 0.481  0.641
O -5.293 -1.296 1.129  -0.630
C -4.427 0.713 0.278  0.114
N -3.299 1.413 0.336  -0.437
C -3.369 2.729 0.248  0.035
C -4.558 3.425 0.092  -0.246
C -5.738 2.698 0.035  -0.171
C -5.675 1.320 0.139  -0.203
H -6.560 0.704 0.123  0.241
H -6.689 3.197 -0.081  0.220
H -4.560 4.501 0.022  0.222
H -2.420 3.248 0.306  0.192
C -2.280 -0.988 -0.825  -0.239
H -2.455 0.044 -1.120  0.237
H -2.159 -1.609 -1.720  0.186
H -4.173 -3.195 0.797  0.249
H -3.189 -3.478 -0.663  0.186
H -2.165 -2.580 2.074  0.206
H 0.092 -2.649 1.048  0.222
H -0.621 -3.136 -0.496  0.191
H -1.242 -0.544 0.989  0.207
C 0.707 -1.010 -1.706  -0.233
C 1.906 -0.141 -2.148  -0.222
H 2.665 -0.748 -2.643  0.217
H 1.561 0.611 -2.867  0.194
H -0.035 -1.032 -2.524  0.164
H 1.030 -2.035 -1.511  0.195
H -0.342 1.335 -1.485  0.157
H -0.464 1.370 0.281  0.219
H 1.836 1.642 0.599  0.213
H 1.649 2.491 -0.945  0.184
H 3.187 -2.014 -0.918  0.206
H 5.046 -2.953 0.342  0.210
H 6.456 -1.485 1.754  0.210
H 6.018 0.914 1.827  0.215
H 4.568 4.062 0.917  0.197


(2)
A single C22H28N4O3S molecule at a distorted geometry. Source: the Open Molecules 2025 dataset; level of theory: wB97M-V/def2-TZVPD.

For the largest force on an atom, the calculation gives 1.28 eV/A. The LUMO energy comes out at 0.59 eV. The HOMO-LUMO gap comes out at 9.05 eV. As for the total energy: -1698.03161 Eh. Its SMILES is Cc1ccc(C)c(N(CC(=O)NN=C2CCN(C)CC2)S(=O)(=O)c2ccccc2)c1. The relative energy (zero: lowest compared OMol25 entry of this formula, charge and spin) is 341.1 kJ/mol.

Last column: natural (NBO) charge in e.
CARTESIAN COORDINATES (ANGSTROEM)
C -3.163 -0.993 -3.337  -0.627
C -3.196 -0.976 -1.840  -0.006
C -2.015 -0.878 -1.117  -0.249
C -2.020 -0.880 0.269  0.218
C -3.222 -0.983 0.973  -0.049
C -4.397 -1.089 0.242  -0.189
C -4.390 -1.083 -1.141  -0.207
H -5.322 -1.163 -1.681  0.208
H -5.336 -1.170 0.770  0.208
C -3.254 -0.984 2.471  -0.641
H -3.285 -2.007 2.847  0.222
H -2.367 -0.499 2.870  0.225
H -4.141 -0.468 2.831  0.221
N -0.813 -0.711 1.000  -0.703
S 0.170 0.532 0.457  2.321
O 1.035 0.882 1.545  -0.938
O 0.800 0.282 -0.815  -0.960
C -1.083 1.795 0.258  -0.336
C -1.714 2.262 1.394  -0.186
C -2.734 3.189 1.269  -0.200
C -3.108 3.638 0.012  -0.186
C -2.457 3.174 -1.121  -0.229
C -1.436 2.246 -0.998  -0.124
H -0.908 1.866 -1.857  0.231
H -2.746 3.533 -2.097  0.220
H -3.908 4.356 -0.086  0.218
H -3.238 3.560 2.148  0.219
H -1.390 1.897 2.356  0.237
C -0.144 -1.907 1.488  -0.327
C 0.377 -2.694 0.292  0.651
O -0.319 -3.420 -0.389  -0.601
N 1.670 -2.453 -0.030  -0.446
N 2.472 -1.685 0.748  -0.275
C 3.537 -1.150 0.318  0.290
C 4.308 -0.288 1.261  -0.437
H 3.838 -0.295 2.242  0.235
H 5.338 -0.644 1.335  0.213
C 4.306 1.137 0.697  -0.222
N 4.866 1.148 -0.644  -0.446
C 5.004 2.497 -1.145  -0.403
H 5.473 2.467 -2.128  0.197
H 5.647 3.064 -0.472  0.200
H 4.038 3.020 -1.231  0.165
C 4.067 0.331 -1.540  -0.217
H 4.495 0.402 -2.544  0.199
C 4.090 -1.132 -1.075  -0.483
H 3.514 -1.738 -1.775  0.207
H 5.123 -1.486 -1.063  0.230
H 3.017 0.667 -1.577  0.195
H 4.921 1.781 1.330  0.199
H 3.269 1.512 0.715  0.191
H 1.984 -2.786 -0.941  0.383
H 0.681 -1.577 2.121  0.266
H -0.865 -2.509 2.043  0.231
H -1.071 -0.804 -1.634  0.235
H -2.434 -0.279 -3.714  0.214
H -2.872 -1.983 -3.687  0.226
H -4.140 -0.757 -3.752  0.213


- Among the records above, which one has the lowest LUMO?
  C22H28N4O3S